C3H5F2N | ωB97M-V/def2-TZVPD

Output
Net charge   0
E_HOMO   -10.576 eV
Max |F|   5.38 eV/Å
SMILES   CC/C(F)=N/F
Energy above the lowest of the compared OMol25 structures with the same formula, charge and spin   50.95 kcal/mol

Geometry as XYZ:
```
11
C3H5F2N (ωB97M-V/def2-TZVPD)
C -0.29 0.51 -0.09
C 0.60 -0.70 0.12
C 2.06 -0.39 0.06
F 2.80 -1.48 -0.06
N 2.60 0.87 -0.03
F 3.97 0.80 0.03
H -0.35 0.94 -1.05
H 0.17 1.40 0.54
H -1.27 0.21 0.07
H 0.34 -1.29 -0.78
H 0.26 -1.09 1.11
```

C23H26O3 | ωB97M-V/def2-TZVPD

Output
Net charge   0
E_HOMO   -8.023 eV
Max |F|   3.55 eV/Å
SMILES   COc1ccc([C@@H](c2ccc(C)cc2)C2C(=O)CC(C)(C)CC2=O)cc1
Energy above the lowest of the compared OMol25 structures with the same formula, charge and spin   4.66 kcal/mol

Geometry as XYZ:
```
52
C23H26O3 (ωB97M-V/def2-TZVPD)
C 5.51 -2.94 -2.26
O 5.20 -1.53 -2.35
C 3.99 -1.11 -1.88
C 3.65 0.23 -2.13
C 2.44 0.73 -1.72
C 1.52 -0.08 -1.04
C 0.13 0.50 -0.71
C -1.00 -0.25 -1.43
C -2.30 0.27 -1.33
C -3.40 -0.50 -1.70
C -3.21 -1.77 -2.24
C -4.40 -2.64 -2.49
C -1.92 -2.18 -2.57
C -0.82 -1.41 -2.20
C -0.26 0.84 0.66
C -0.84 2.28 0.69
O -1.20 2.90 -0.31
C -0.95 2.99 2.04
C -0.88 2.06 3.25
C -0.98 2.92 4.52
C -2.06 1.09 3.30
C 0.48 1.37 3.14
C 0.72 0.58 1.83
O 1.63 -0.22 1.79
C 1.85 -1.41 -0.78
C 3.07 -1.94 -1.20
H 6.53 -3.00 -2.64
H 5.46 -3.30 -1.23
H 4.83 -3.53 -2.90
H 4.38 0.86 -2.65
H 2.19 1.77 -1.94
H 0.17 1.45 -1.24
H -2.45 1.28 -0.97
H -4.41 -0.12 -1.54
H -4.13 -3.70 -2.52
H -5.16 -2.49 -1.70
H -4.88 -2.38 -3.44
H -1.77 -3.13 -3.09
H 0.17 -1.72 -2.53
H -1.11 0.20 0.94
H -1.89 3.55 2.06
H -0.10 3.69 2.09
H -0.18 3.67 4.58
H -1.94 3.44 4.53
H -0.93 2.30 5.42
H -2.12 0.44 2.42
H -1.99 0.45 4.19
H -2.99 1.67 3.35
H 1.27 2.14 3.19
H 0.62 0.70 4.00
H 1.15 -2.06 -0.27
H 3.30 -2.98 -1.00
```

C22H50CrN3O2P2 | ωB97M-V/def2-TZVPD

Output
Expectation value of S²   6.059
Net charge   +1
E_HOMO (alpha / beta)   -9.636 / -11.362 eV
Max |F|   2.86 eV/Å
Spin multiplicity   5

Geometry as XYZ:
```
80
C22H50CrN3O2P2 (ωB97M-V/def2-TZVPD)
Cr 0.16 1.63 -0.44
P -2.17 1.53 -0.46
P 2.26 0.94 -1.01
N -0.28 1.04 -3.12
C -2.57 1.33 -2.25
H -3.59 0.93 -2.35
H -2.53 2.33 -2.71
C -1.60 0.37 -2.96
H -1.50 -0.58 -2.40
H -2.01 0.15 -3.96
C 0.83 0.05 -3.26
H 0.90 -0.23 -4.33
H 0.61 -0.86 -2.68
C 2.14 0.69 -2.82
H 2.27 1.67 -3.30
H 2.97 0.05 -3.15
C 2.95 -0.66 -0.40
C 3.02 -0.74 1.12
H 3.13 -1.79 1.41
H 2.10 -0.36 1.59
H 3.87 -0.18 1.53
C 3.44 2.31 -0.70
C 3.85 2.41 0.78
H 4.28 3.40 0.95
H 4.61 1.66 1.04
H 2.99 2.30 1.46
C -2.87 3.14 0.08
C -2.93 3.26 1.60
H -3.02 4.32 1.86
H -2.03 2.88 2.10
H -3.80 2.74 2.02
C -3.12 0.14 0.31
C -2.84 -0.03 1.79
H -3.20 -1.02 2.10
H -3.36 0.72 2.40
H -1.77 0.02 2.01
C 0.25 1.58 1.50
C 4.64 2.29 -1.63
H 5.30 1.43 -1.44
H 4.35 2.28 -2.69
H 5.23 3.20 -1.46
C -4.21 3.48 -0.58
H -4.48 4.50 -0.30
H -4.16 3.43 -1.67
H -5.01 2.82 -0.24
C -4.63 0.17 0.05
H -5.04 -0.80 0.36
H -5.13 0.94 0.64
H -4.89 0.31 -1.01
C 4.29 -1.04 -1.02
H 5.12 -0.44 -0.61
H 4.50 -2.09 -0.76
H 4.31 -0.98 -2.11
H 2.19 -1.38 -0.74
H -2.69 -0.74 -0.21
H 2.82 3.20 -0.94
H -2.11 3.85 -0.30
O 0.22 1.35 2.66
H -0.35 1.46 -4.03
H 0.82 2.59 0.70
C -0.30 -3.26 -0.96
N -0.18 -3.61 0.45
C 0.54 -4.85 0.72
C -0.12 -2.56 1.34
O -0.10 -1.38 0.95
N -0.08 -2.91 2.68
C 0.17 -1.85 3.64
C -0.94 -3.98 3.17
H -0.64 -4.14 -1.51
H -1.03 -2.45 -1.07
H 0.67 -2.93 -1.38
H 0.91 -4.84 1.75
H -0.12 -5.71 0.57
H 1.40 -4.96 0.03
H -0.65 -1.13 3.70
H 0.32 -2.31 4.62
H 1.08 -1.31 3.36
H -1.79 -3.57 3.74
H -1.33 -4.56 2.32
H -0.37 -4.64 3.84
```

C7H12O | ωB97M-V/def2-TZVPD

Output
Net charge   0
E_HOMO   -8.621 eV
Max |F|   1.38 eV/Å
SMILES   C=C(O)/C=C/CCC
Energy above the lowest of the compared OMol25 structures with the same formula, charge and spin   25.82 kcal/mol

Geometry as XYZ:
```
20
C7H12O (ωB97M-V/def2-TZVPD)
C -2.93 0.97 0.81
C -1.70 0.97 1.30
O -1.17 2.00 2.03
C -0.70 -0.10 1.13
C -0.44 -0.67 -0.03
C 0.75 -1.55 -0.30
C 1.65 -0.98 -1.41
C 2.18 0.39 -1.05
H -3.26 0.12 0.22
H -3.64 1.79 0.82
H -1.86 2.67 2.16
H -0.03 -0.30 1.96
H -1.01 -0.60 -0.94
H 0.38 -2.54 -0.59
H 1.36 -1.83 0.55
H 2.45 -1.69 -1.61
H 1.06 -1.03 -2.34
H 3.14 0.72 -1.44
H 1.44 1.13 -1.30
H 2.31 0.55 0.03
```

C2H8O2 | ωB97M-V/def2-TZVPD

Output
Net charge   0
E_HOMO   -9.833 eV
Max |F|   1.57 eV/Å
SMILES   CO.CO
Energy above the lowest of the compared OMol25 structures with the same formula, charge and spin   20.57 kcal/mol

Geometry as XYZ:
```
12
C2H8O2 (ωB97M-V/def2-TZVPD)
C 2.12 -0.51 0.29
O 1.00 -0.80 1.12
H 2.46 0.50 0.47
H 2.78 -1.34 0.55
H 1.85 -0.73 -0.75
H 0.27 -0.29 0.75
C -1.92 0.21 -0.39
O -0.73 1.03 -0.32
H -1.83 -0.77 -0.85
H -2.34 0.11 0.60
H -2.65 0.64 -1.08
H -1.00 1.95 -0.39
```

C4H10O3 | ωB97M-V/def2-TZVPD

Output
Net charge   0
E_HOMO   -8.153 eV
Max |F|   1.03 eV/Å
SMILES   C=C/C=C/O.O.O
Energy above the lowest of the compared OMol25 structures with the same formula, charge and spin   45.35 kcal/mol

Geometry as XYZ:
```
17
C4H10O3 (ωB97M-V/def2-TZVPD)
C 0.54 1.15 2.77
C -0.20 1.88 1.97
C -0.23 1.81 0.50
C -0.49 0.72 -0.20
O -0.70 0.81 -1.54
H 0.48 1.24 3.84
H 1.30 0.41 2.51
H -0.88 2.58 2.46
H -0.25 2.74 -0.04
H -0.55 -0.29 0.21
H -0.52 -0.02 -2.00
O -0.06 -1.49 -3.08
H -0.49 -2.34 -2.91
H 0.05 -1.51 -4.04
O 0.33 -2.70 -0.24
H 0.99 -2.37 -0.86
H 0.65 -2.59 0.65
```

C10H13F6NO4S2Ti | ωB97M-V/def2-TZVPD

Output
Expectation value of S²   2.010
Net charge   0
E_HOMO (alpha / beta)   -7.960 / -8.895 eV
Max |F|   4.30 eV/Å
Energy above the lowest of the compared OMol25 structures with the same formula, charge and spin   38.74 kcal/mol
Spin multiplicity   3

Geometry as XYZ:
```
37
C10H13F6NO4S2Ti (ωB97M-V/def2-TZVPD)
C -1.31 -1.26 -3.03
C -2.09 -1.61 0.46
C -0.24 -1.99 -2.66
H -1.16 -0.49 -3.83
C -0.92 -2.18 0.82
H -2.67 -1.17 1.28
H 0.73 -2.01 -3.20
H -0.62 -2.17 1.88
C -0.28 -3.02 -1.54
H 0.47 -3.80 -1.77
H -1.24 -3.55 -1.42
C -2.16 -0.63 -1.89
H -3.02 -0.06 -2.26
H -1.63 0.16 -1.29
C -2.77 -1.64 -0.88
H -2.87 -2.66 -1.32
H -3.79 -1.29 -0.64
C 0.19 -2.58 -0.12
H 0.74 -3.40 0.40
H 0.94 -1.77 -0.19
Ti 0.86 2.34 -0.41
H 0.32 1.18 -1.03
F 3.78 3.82 -1.04
C 2.88 3.61 -0.06
F 3.00 4.55 0.89
F 0.00 3.68 -1.17
S 3.30 1.76 0.70
O 2.67 1.20 -0.64
O 3.95 0.77 1.54
N 1.76 2.24 1.50
S 0.64 1.21 2.04
O -0.47 1.39 1.05
O 0.97 -0.12 2.49
C 0.11 2.20 3.56
F 1.10 2.21 4.48
F -0.18 3.47 3.20
F -1.01 1.63 4.09
```

C41H64ClN3O8PPb | ωB97M-V/def2-TZVPD

Output
Net charge   +1
E_HOMO   -9.571 eV
Max |F|   1.65 eV/Å

Geometry as XYZ:
```
119
C41H64ClN3O8PPb (ωB97M-V/def2-TZVPD)
Pb -0.62 -0.85 0.68
N 1.51 -2.09 1.34
C 1.35 -2.75 2.64
C 0.41 -1.97 3.56
O 0.61 -2.03 4.78
N -0.61 -1.34 2.93
C -1.54 -0.54 3.73
C -1.66 0.90 3.18
O -1.93 1.82 3.96
O -1.52 0.99 1.88
H 1.89 -2.72 0.65
H 2.14 -1.30 1.40
H 2.29 -2.90 3.16
H 0.89 -3.73 2.48
H -1.26 -0.49 4.77
H -2.57 -0.93 3.65
C -3.72 1.24 -0.47
O -2.75 0.60 -1.31
C -3.23 0.44 -2.62
C -2.09 0.19 -3.57
O -1.25 -0.86 -3.13
C 0.02 -0.78 -3.76
H -3.95 2.24 -0.83
H -3.29 1.30 0.53
H -4.65 0.66 -0.44
H -3.70 1.37 -2.96
H -3.98 -0.35 -2.67
H -1.50 1.10 -3.66
H -2.50 -0.05 -4.56
H -0.02 -1.12 -4.80
H 0.71 -1.41 -3.20
H 0.40 0.24 -3.74
Cl 1.61 -4.16 -1.79
C -0.07 -4.04 -1.23
H -0.05 -3.86 -0.15
H -0.55 -3.19 -1.71
O 1.48 0.53 0.25
P 2.11 1.92 0.28
C 3.12 1.93 1.82
C 2.24 1.53 3.04
C 1.57 2.74 3.69
C 2.61 3.77 4.12
C 3.41 4.25 2.91
C 4.07 3.08 2.19
C 0.79 3.17 0.08
C 1.14 4.66 0.24
C 0.09 5.52 -0.45
C 0.08 5.32 -1.98
C 0.48 3.88 -2.36
C 0.06 2.90 -1.26
C 3.24 2.00 -1.16
C 3.99 3.33 -1.40
C 5.17 3.11 -2.34
C 6.23 2.18 -1.70
C 5.61 1.23 -0.68
C 4.22 0.79 -1.13
H 3.74 1.06 1.56
H 2.89 1.05 3.78
H 1.50 0.79 2.74
H 0.97 2.41 4.54
H 0.87 3.20 2.98
H 3.29 3.30 4.84
H 2.13 4.61 4.62
H 4.19 4.96 3.22
H 2.75 4.78 2.23
H 4.83 2.65 2.86
H 4.61 3.44 1.31
H 0.11 2.87 0.89
H 2.13 4.88 -0.17
H 1.16 4.92 1.29
H 0.27 6.57 -0.22
H -0.89 5.27 -0.04
H 0.77 6.02 -2.46
H -0.91 5.54 -2.36
H 1.56 3.82 -2.51
H 0.02 3.60 -3.31
H 0.22 1.86 -1.58
H -1.01 3.00 -1.10
H 2.54 1.84 -1.99
H 4.37 3.74 -0.46
H 3.32 4.08 -1.82
H 5.62 4.07 -2.61
H 4.80 2.66 -3.27
H 7.01 2.78 -1.22
H 6.73 1.61 -2.49
H 5.54 1.72 0.30
H 6.25 0.35 -0.54
H 3.82 0.00 -0.49
H 4.29 0.37 -2.14
C -4.94 -6.38 0.88
O -4.26 -5.56 -0.09
C -2.95 -5.75 -0.24
C -2.24 -6.61 0.55
C -0.88 -6.96 0.31
C -0.22 -6.42 -0.71
C -0.83 -5.36 -1.54
C -2.29 -5.10 -1.32
N -2.84 -4.29 -2.24
C -3.95 -3.43 -2.21
C -4.42 -2.75 -1.15
C -5.74 -2.16 -1.23
C -6.28 -1.54 -0.17
C -5.52 -1.40 1.06
C -4.26 -1.86 1.17
C -3.61 -2.53 0.07
O -2.42 -2.84 0.11
H -5.99 -6.12 0.79
H -4.61 -6.15 1.89
H -4.81 -7.44 0.67
H -2.75 -7.10 1.37
H -0.41 -7.69 0.96
H 0.81 -6.68 -0.92
H -0.67 -5.59 -2.60
H -2.32 -4.25 -3.10
H -4.42 -3.30 -3.18
H -6.31 -2.27 -2.16
H -7.28 -1.14 -0.23
H -5.98 -0.90 1.90
H -3.67 -1.74 2.08
```

C20H16Cl2OPTl | ωB97M-V/def2-TZVPD

Output
Net charge   0
E_HOMO   -5.756 eV
Max |F|   1.05 eV/Å

Geometry as XYZ:
```
41
C20H16Cl2OPTl (ωB97M-V/def2-TZVPD)
Tl 0.84 -2.85 -2.20
O -1.43 -3.08 -1.55
C -1.97 -2.46 -0.60
C -2.51 -1.12 -0.64
C -3.89 -0.91 -0.42
C -4.39 0.34 -0.13
C -3.53 1.44 0.01
C -2.19 1.27 -0.25
C -1.66 0.02 -0.61
P 0.07 -0.16 -1.09
C 1.00 -0.41 0.48
C 2.36 -0.69 0.39
C 3.12 -0.85 1.55
C 2.52 -0.74 2.79
C 1.15 -0.49 2.88
C 0.39 -0.32 1.73
C 0.55 1.53 -1.58
C 0.13 1.97 -2.84
C 0.43 3.25 -3.28
C 1.18 4.10 -2.48
C 1.62 3.67 -1.23
C 1.30 2.39 -0.78
H -4.56 -1.77 -0.48
H -5.45 0.46 0.03
H -3.93 2.42 0.27
H -1.53 2.13 -0.20
H 2.84 -0.74 -0.58
H 4.19 -1.04 1.47
H 3.11 -0.86 3.69
H 0.68 -0.42 3.85
H -0.67 -0.13 1.80
H -0.46 1.31 -3.46
H 0.09 3.58 -4.25
H 1.42 5.10 -2.82
H 2.20 4.33 -0.60
H 1.64 2.07 0.19
Cl -0.03 -4.14 3.42
C 1.21 -4.51 2.23
Cl 0.60 -4.38 0.56
H 1.55 -5.52 2.38
H 2.02 -3.80 2.34
```

C26H57F6Li2N3O6 | ωB97M-V/def2-TZVPD

Output
Net charge   0
E_HOMO   -7.976 eV
Max |F|   4.13 eV/Å
Energy above the lowest of the compared OMol25 structures with the same formula, charge and spin   0.00 kcal/mol

Geometry as XYZ:
```
100
C26H57F6Li2N3O6 (ωB97M-V/def2-TZVPD)
Li -1.43 -0.71 -2.36
Li -2.35 -0.30 0.13
O -0.61 -0.58 -0.68
H 0.26 -0.34 -0.30
O -3.17 -0.05 -1.67
H -3.78 0.57 -2.13
C -1.14 3.67 -1.92
C -0.15 3.51 -0.77
N 1.05 4.38 -0.97
C 1.96 3.91 -2.02
C 3.01 5.01 -2.39
C 1.59 4.89 0.24
C 2.33 3.77 1.05
H -1.52 4.69 -1.94
H -1.92 2.98 -1.61
H -0.57 3.42 -2.82
H -0.57 3.85 0.18
H 0.20 2.49 -0.63
H 2.34 2.92 -1.77
H 1.40 3.81 -2.96
H 3.52 5.45 -1.54
H 3.87 4.60 -2.93
H 2.54 5.76 -3.02
H 0.84 5.44 0.81
H 2.24 5.74 0.06
H 1.80 2.85 0.81
H 2.44 3.91 2.13
H 3.33 3.74 0.62
C -2.59 -0.16 -5.11
C -1.28 -0.99 -5.42
N -0.84 -1.52 -4.06
C -1.16 -2.95 -3.81
C -2.67 -3.25 -3.62
C 0.57 -1.24 -3.77
C 0.86 0.30 -3.64
H -3.38 -0.63 -4.52
H -3.04 0.16 -6.06
H -2.34 0.79 -4.63
H -1.48 -1.77 -6.16
H -0.60 -0.25 -5.85
H -0.73 -3.68 -4.50
H -0.75 -3.20 -2.83
H -2.87 -4.27 -3.27
H -3.01 -2.44 -2.98
H -3.19 -2.98 -4.53
H 1.18 -1.61 -4.59
H 0.84 -1.71 -2.82
H 1.05 0.74 -4.62
H 1.76 0.52 -3.08
H 0.08 0.90 -3.18
C -3.25 -2.70 0.93
C -3.96 -1.74 1.92
N -3.16 -0.43 1.96
C -2.16 -0.51 3.05
C -1.21 0.69 3.08
C -4.03 0.71 2.15
C -4.75 1.15 0.92
H -3.47 -3.72 1.23
H -2.19 -2.48 1.06
H -3.54 -2.61 -0.11
H -4.96 -1.58 1.52
H -4.08 -2.27 2.87
H -2.68 -0.63 4.00
H -1.56 -1.41 2.89
H -0.71 0.76 2.12
H -1.72 1.62 3.33
H -0.48 0.59 3.89
H -3.45 1.57 2.49
H -4.85 0.38 2.79
H -5.40 0.38 0.50
H -3.99 1.28 0.15
H -5.28 2.10 0.96
C 1.23 -3.00 1.32
C 2.26 -3.41 2.41
O 1.52 -3.69 3.60
C 1.94 -4.68 4.43
O 2.95 -5.36 4.26
C 1.17 -4.79 5.71
F 1.95 -5.22 6.60
F 0.60 -3.67 6.17
F 0.16 -5.62 5.53
H 1.71 -2.37 0.57
H 0.44 -2.34 1.67
H 0.77 -3.84 0.81
H 2.79 -2.53 2.78
H 3.02 -4.13 2.13
C 2.88 0.23 -0.04
C 3.86 -0.24 1.00
O 3.77 0.48 2.22
C 4.53 0.04 3.22
O 5.27 -0.96 3.17
C 4.37 0.91 4.49
F 3.55 1.94 4.29
F 4.05 0.20 5.63
F 5.55 1.27 4.77
H 3.18 1.24 -0.31
H 1.87 0.12 0.36
H 2.98 -0.51 -0.83
H 4.84 -0.05 0.58
H 3.78 -1.31 1.21
```

So what do the calculations give for calculated total energy? Going down the list: -10114.124, -30414.791, -79183.092, -9499.699, -6297.518, -10451.277, -81343.271, -91459.383, -62071.923, -61357.956 eV.